Entry 1:
DFT (ωB97M-V/def2-TZVPD) results for a structure of composition C5H11ClInLuNS at a distorted geometry.

Geometry (Å):
Lu (-0.77, -0.36, 0.73)
In (1.29, 1.19, -0.97)
Cl (1.09, 0.63, 1.91)
S (-3.18, -0.44, 1.83)
N (-5.06, -2.13, 3.17)
C (3.18, 0.18, -1.08)
C (-4.21, -1.52, 2.59)
C (-1.06, -2.51, 0.98)
C (0.76, 3.26, -0.75)
C (-0.37, -0.08, -1.54)
H (-0.89, -3.02, 0.03)
H (2.98, -0.87, -1.36)
H (-1.93, -2.97, 1.42)
H (1.02, 3.65, 0.24)
H (-1.10, 0.53, -2.12)
H (3.71, 0.23, -0.12)
H (0.01, -0.88, -2.23)
H (3.71, 0.72, -1.89)
H (-0.32, 3.38, -0.94)
H (1.34, 3.76, -1.55)
H (-0.22, -2.76, 1.64)

Its spin multiplicity is 1. As for the HOMO energy: -4.790 eV. The charge is -1. The strongest force on any atom comes out at 4.180 eV Å⁻¹.

Entry 2:
DFT (ωB97M-V/def2-TZVPD) results for a structure of composition C5H11ClIrNSeY at a distorted geometry.

Geometry (Å):
Ir (-0.10, 0.23, 1.90)
Y (0.25, 0.22, -0.85)
Se (2.72, 1.42, 5.54)
Cl (1.04, 2.53, -0.35)
N (1.00, 0.69, 3.27)
C (2.08, -0.94, -1.88)
C (-0.39, -1.34, 0.88)
C (-1.39, -0.04, -2.56)
C (1.72, 1.00, 4.17)
C (-1.80, 0.83, 0.89)
H (-1.78, 1.93, 0.78)
H (-1.45, 0.90, -3.14)
H (-2.40, -0.32, -2.27)
H (-2.15, 0.35, -0.04)
H (-1.00, -0.82, -3.23)
H (-1.30, -1.62, 0.29)
H (1.76, -1.58, -2.72)
H (-2.51, 0.57, 1.69)
H (2.63, -1.58, -1.17)
H (2.80, -0.20, -2.28)
H (0.25, -2.23, 1.09)

As for the relative energy (zero: lowest compared OMol25 entry of this formula, charge and spin): 0.0000 eV. The expectation value of S² is 6.032. Its spin multiplicity is 5. As for the HOMO energy (spin up / spin down): -3.115 / -5.039 eV. The charge is -1. The strongest force on any atom comes out at 5.548 eV Å⁻¹.

Entry 3:
DFT (ωB97M-V/def2-TZVPD) results for a cluster of 2 separate species, C5H11ClN in total at a distorted geometry.

Geometry (Å):
Cl (-1.22, -1.90, -0.21)
N (1.64, -1.51, 0.38)
C (1.88, -0.08, 0.41)
C (-3.21, 0.70, 0.07)
C (-0.93, -0.25, 0.12)
C (-1.67, 0.82, 0.06)
C (2.18, 0.85, -0.74)
H (-3.53, 0.71, -1.01)
H (-1.44, 1.87, 0.22)
H (-3.60, -0.19, 0.51)
H (3.06, 0.49, -1.13)
H (2.23, -1.95, -0.28)
H (1.86, -1.89, 1.27)
H (2.19, 1.84, -0.34)
H (1.43, 0.79, -1.44)
H (-3.67, 1.51, 0.74)
H (2.11, 0.07, 1.47)
H (0.71, -1.88, -0.10)

As for the relative energy (zero: lowest compared OMol25 entry of this formula, charge and spin): 5.5531 eV. Its spin multiplicity is 1. As for the HOMO energy (spin up / spin down): -13.070 / -12.978 eV. The charge is +1. The strongest force on any atom comes out at 3.428 eV Å⁻¹.

Entry 4:
DFT (ωB97M-V/def2-TZVPD) results for the ion C5H11ClN3O with charge +1 at a distorted geometry.

Geometry (Å):
Cl (-1.48, -2.11, -0.71)
O (-2.52, 1.03, 1.03)
N (-1.20, -0.88, 0.41)
N (-1.63, 2.52, -0.37)
N (-0.78, 0.33, -0.14)
C (-1.65, 1.29, 0.16)
C (1.75, -0.07, -0.45)
C (0.41, 0.31, -1.10)
C (0.98, -1.35, 1.46)
C (1.68, -1.46, 0.18)
H (2.56, 0.01, -1.23)
H (2.63, -1.87, 0.41)
H (-1.07, 2.96, -1.08)
H (0.08, -0.53, -1.76)
H (0.78, -0.43, 2.02)
H (-2.32, -0.04, 1.19)
H (-2.51, 2.99, -0.31)
H (0.46, -2.28, 1.86)
H (0.51, 1.22, -1.74)
H (2.14, 0.66, 0.45)
H (1.21, -2.27, -0.29)

As for the relative energy (zero: lowest compared OMol25 entry of this formula, charge and spin): 3.6461 eV. Its spin multiplicity is 1. As for the HOMO energy (spin up / spin down): -12.576 / -12.685 eV. The charge is +1. The strongest force on any atom comes out at 4.314 eV Å⁻¹.

Entry 5:
DFT (ωB97M-V/def2-TZVPD) results for a structure of composition C5H11CrO3 at a distorted geometry.

Geometry (Å):
Cr (0.10, -2.67, -0.66)
O (1.31, -2.38, -2.33)
O (-0.39, -1.92, 1.17)
O (0.06, -0.64, -1.00)
C (-0.99, -0.63, 1.09)
C (-0.19, 0.20, 0.11)
C (1.20, -1.26, -2.87)
C (-0.87, -2.72, 2.25)
C (0.28, -0.25, -2.33)
H (-0.81, -2.15, 3.19)
H (0.73, 0.75, -2.34)
H (1.58, -1.09, -3.89)
H (-1.42, -2.52, -1.89)
H (-1.91, -3.01, 2.06)
H (-0.75, 1.10, -0.19)
H (-2.03, -0.74, 0.76)
H (-0.84, -0.44, -2.94)
H (-0.23, -3.61, 2.32)
H (0.79, 0.45, 0.53)
H (-0.98, -0.15, 2.08)

As for the relative energy (zero: lowest compared OMol25 entry of this formula, charge and spin): 0.0000 eV. The expectation value of S² is 6.082. Its spin multiplicity is 5. As for the HOMO energy (spin up / spin down): -11.618 / -12.618 eV. The charge is +1. The strongest force on any atom comes out at 3.498 eV Å⁻¹.

Entry 6:
DFT (ωB97M-V/def2-TZVPD) results for a cluster of 2 separate species, C5H11FN in total at a distorted geometry.

Geometry (Å):
F (-2.27, -0.51, -0.69)
N (-0.18, -2.09, 0.24)
C (-1.65, 0.40, 0.06)
C (0.28, -0.70, 0.47)
C (1.48, 1.30, -0.41)
C (-2.01, 1.56, 0.49)
C (1.29, -0.21, -0.51)
H (-2.98, 1.97, 0.23)
H (-0.55, -2.52, 1.10)
H (0.58, 1.81, -0.72)
H (1.72, 1.59, 0.61)
H (0.58, -2.67, -0.13)
H (2.26, -0.70, -0.31)
H (0.46, -0.47, 1.51)
H (-0.95, -2.09, -0.46)
H (-1.37, 2.16, 1.11)
H (2.30, 1.62, -1.06)
H (1.00, -0.47, -1.53)

As for the relative energy (zero: lowest compared OMol25 entry of this formula, charge and spin): 3.5753 eV. Its spin multiplicity is 1. As for the HOMO energy: -14.184 eV. The charge is +1. The strongest force on any atom comes out at 4.832 eV Å⁻¹.

Entry 7:
DFT (ωB97M-V/def2-TZVPD) results for the ion C5H11FN3O with charge +1 at a distorted geometry.

Geometry (Å):
F (1.22, -1.69, -1.39)
O (-0.87, -1.16, -1.41)
N (1.50, 1.16, -0.20)
N (0.74, 0.01, 0.02)
N (0.70, 0.53, -2.15)
C (-0.56, -1.33, 1.65)
C (-0.16, 0.07, 1.18)
C (0.40, -0.58, -1.24)
C (-1.40, 0.84, 0.91)
C (1.40, 1.46, -1.51)
H (-1.22, 1.75, 0.37)
H (1.93, 2.25, -2.03)
H (0.10, -1.54, 2.60)
H (2.25, 1.59, 0.37)
H (-0.24, -2.03, 0.83)
H (0.42, 0.51, 2.08)
H (-1.63, -1.48, 1.85)
H (-1.85, 1.13, 1.89)
H (-0.80, -2.07, -1.17)
H (-2.24, 0.15, 0.40)
H (0.32, 0.42, -3.05)

As for the relative energy (zero: lowest compared OMol25 entry of this formula, charge and spin): 1.2559 eV. Its spin multiplicity is 1. As for the HOMO energy: -14.054 eV. The charge is +1. Its structure (SMILES) is CC(C)N1NC=[NH+][C@@]1(O)F. The strongest force on any atom comes out at 3.505 eV Å⁻¹.

Entry 8:
DFT (ωB97M-V/def2-TZVPD) results for a cluster of 2 separate species, C5H11FNO in total at a distorted geometry.

Geometry (Å):
F (-1.41, -0.51, -0.88)
O (-3.49, -1.13, -0.51)
N (1.32, 0.20, -0.14)
C (1.45, 0.42, 1.33)
C (-4.09, -0.27, -1.18)
C (1.42, 1.62, 1.90)
C (2.61, -0.29, -0.59)
C (-2.31, -1.41, -0.09)
H (1.19, 2.51, 1.30)
H (1.79, -0.47, 1.88)
H (0.44, -0.31, -0.28)
H (3.30, 0.35, -0.08)
H (-3.60, 0.56, -1.78)
H (-5.09, -0.10, -1.06)
H (1.58, 1.73, 3.00)
H (2.63, -1.39, -0.34)
H (-1.95, -2.41, -0.16)
H (2.97, -0.21, -1.71)
H (1.22, 1.11, -0.60)

As for the relative energy (zero: lowest compared OMol25 entry of this formula, charge and spin): 4.9801 eV. Its spin multiplicity is 1. As for the HOMO energy (spin up / spin down): -11.195 / -11.650 eV. The charge is +1. The strongest force on any atom comes out at 4.509 eV Å⁻¹.

Entry 9:
DFT (ωB97M-V/def2-TZVPD) results for a cluster of 2 separate species, C5H11FS2 in total at a distorted geometry.

Geometry (Å):
S (-2.61, 0.33, 1.11)
S (-0.28, 2.32, 0.16)
F (-2.35, -0.16, -1.48)
C (-1.38, -1.86, -0.16)
C (1.19, 0.00, 0.27)
C (-1.74, -0.43, -0.25)
C (2.56, 0.55, -0.11)
C (0.11, 0.68, -0.46)
H (2.78, 0.62, -1.15)
H (-0.79, -2.19, 0.74)
H (2.34, 1.62, 0.28)
H (-2.28, 1.47, 0.58)
H (0.29, 0.64, -1.57)
H (3.37, 0.19, 0.40)
H (-0.82, -2.33, -0.95)
H (1.15, 0.23, 1.35)
H (1.18, -1.12, -0.13)
H (-0.40, 1.98, 1.41)
H (-2.34, -2.54, -0.04)

As for the relative energy (zero: lowest compared OMol25 entry of this formula, charge and spin): 2.8198 eV. Its spin multiplicity is 1. As for the HOMO energy: -8.454 eV. The charge is 0. The strongest force on any atom comes out at 4.695 eV Å⁻¹.

Entry 10:
DFT (ωB97M-V/def2-TZVPD) results for an isolated molecule of C5H11FSi at a distorted geometry.

Geometry (Å):
Si (-1.42, -0.09, -0.01)
F (-2.32, -1.41, -0.27)
C (-1.90, 0.93, -1.49)
C (3.20, -0.61, -0.14)
C (0.71, -0.96, -0.09)
C (1.72, -0.14, -0.11)
C (-1.73, 0.48, 1.79)
H (-1.28, 0.55, -2.27)
H (-2.72, 0.86, 1.97)
H (3.47, -0.73, 0.88)
H (3.32, -1.59, -0.61)
H (3.85, 0.18, -0.69)
H (-2.90, 0.86, -1.86)
H (-1.45, 1.88, -1.42)
H (-1.78, -0.40, 2.37)
H (1.60, 1.00, -0.21)
H (0.64, -2.04, -0.21)
H (-1.02, 1.22, 2.37)

As for the relative energy (zero: lowest compared OMol25 entry of this formula, charge and spin): 0.5395 eV. Its spin multiplicity is 1. As for the HOMO energy: -9.111 eV. The charge is 0. Its structure (SMILES) is C/C=C/[Si](C)(C)F. The strongest force on any atom comes out at 5.265 eV Å⁻¹.